Molecular formula: C3H11NS
Method: DFT, ωB97M-V/def2-TZVPD

```
16
Properties=species:S:1:pos:R:3:forces:R:3:lowdin_charge:R:1
C 2.397053 1.287905 1.385764 0.866 -0.330 -0.325 -0.50
S 2.598293 2.762220 0.357372 -0.025 0.260 0.276 0.62
H 2.859130 0.449593 0.866532 -0.230 -0.146 -0.013 0.02
H 3.041522 1.468244 2.244388 -0.342 0.010 0.251 0.02
H 1.379494 1.034176 1.664221 -0.013 0.285 0.108 0.02
C -0.846888 -1.225747 -1.637553 0.253 0.548 0.262 -0.11
C -1.141627 -0.853681 -0.176114 0.473 0.251 -0.427 -0.35
N -2.559989 -0.797845 0.113135 -0.264 0.125 -0.157 -0.02
H 0.140709 -1.674916 -1.731951 -0.043 -0.272 -0.050 0.06
H -1.630090 -1.855134 -2.033889 -0.028 -0.384 -0.071 0.06
H -0.813343 -0.322435 -2.247636 -0.183 0.028 -0.077 0.06
H -0.614363 -1.521258 0.499029 -0.024 -0.313 0.114 0.10
H -0.687103 0.123664 -0.005191 -0.029 0.104 0.153 0.09
H -2.857610 0.112565 0.429851 -0.067 -0.180 0.151 0.06
H -2.860991 -1.518661 0.748174 -0.073 0.109 0.110 0.06
H 1.595800 2.531314 -0.476132 -0.271 -0.094 -0.303 -0.19
```
Forces are in eV/Å.

For the strongest force on any atom, the calculation gives 0.01910 Eh/bohr. The energy relative to the best compared isomer or geometry (same formula, charge and spin) is 12.7 kcal/mol. Its molar mass is 93.2 g mol⁻¹. The SMILES is CCN.CS.